No. 1
Here is a cluster of 13 separate species, C40H65N9O30 in total at a distorted geometry from the OMol25 dataset. Energies are from ωB97M-V/def2-TZVPD.

Last column: Löwdin charge in e.
Element x y z (Å)
C  0.9066  7.6593  3.4222  -0.063
C  1.7208  7.3169  2.2129  -0.180
O  1.0478  6.3101  1.3979  0.004
C  -0.0788  6.6118  0.7602  -0.562
O  -0.6363  7.7083  0.7508  0.105
O  -0.4409  5.5357  0.0326  -0.023
C  -1.8069  5.5221  -0.3796  -0.034
H  0.6439  6.7553  3.9338  0.049
H  0.0743  8.2909  3.1836  0.072
H  1.5228  8.2739  4.0864  0.091
H  2.6708  6.8559  2.4528  0.116
H  1.8270  8.1824  1.5850  0.120
H  -2.2323  6.5226  -0.4720  0.100
H  -2.4240  5.0041  0.3046  0.057
H  -1.9151  4.9689  -1.3088  0.090
C  -1.5734  3.1691  5.3202  -0.050
C  -0.3644  3.9752  4.9254  -0.243
O  0.6165  3.0130  4.6376  0.016
C  1.8036  3.5859  4.2482  -0.474
O  1.9711  4.7909  4.1517  0.113
O  2.7273  2.6069  3.9038  -0.028
C  4.0401  2.9731  3.9026  -0.101
H  -1.8221  2.4604  4.5509  0.050
H  -2.4929  3.7565  5.4617  0.088
H  -1.3715  2.6149  6.2564  0.094
H  0.0467  4.6289  5.6909  0.132
H  -0.5536  4.5206  4.0007  0.121
H  4.6730  2.0936  3.7983  0.097
H  4.3510  3.3896  4.8412  0.099
H  4.2473  3.6067  3.0350  0.089
C  -0.6865  -2.2710  -1.9909  -0.048
C  0.0988  -1.1941  -1.3594  -0.186
O  -0.7926  -0.3028  -0.6699  0.013
C  -0.1931  0.6368  0.0660  -0.624
O  1.0020  0.7687  0.2059  0.103
O  -1.1456  1.4122  0.5298  -0.006
C  -0.7411  2.4723  1.3230  -0.036
H  -1.3712  -2.7902  -1.3140  0.083
H  0.0383  -2.9680  -2.4182  0.063
H  -1.3421  -1.8920  -2.7668  0.068
H  0.6344  -0.5744  -2.0994  0.114
H  0.7878  -1.5613  -0.6344  0.112
H  0.1698  2.2057  1.8610  0.099
H  -1.6273  2.7034  1.9265  0.079
H  -0.4442  3.3441  0.7388  0.090
C  -1.2780  -5.0634  1.3092  -0.048
C  -0.6276  -6.2834  1.9278  -0.226
O  0.1662  -5.7446  2.9654  -0.002
C  0.2644  -6.6016  4.0352  -0.528
O  -0.1087  -7.7698  4.1133  0.115
O  0.9675  -6.0291  5.0010  0.020
C  1.0525  -4.6654  5.0852  -0.083
H  -2.0438  -5.2926  0.5945  0.066
H  -0.5051  -4.4302  0.8771  0.068
H  -1.7704  -4.4825  2.0620  0.070
H  -0.0256  -6.9227  1.2651  0.122
H  -1.4062  -6.9306  2.3268  0.121
H  0.0988  -4.0977  5.1009  0.099
H  1.6823  -4.2391  4.3134  0.080
H  1.4750  -4.4287  6.0889  0.111
C  -1.6216  -0.7386  2.8372  0.039
N  -1.5096  -1.2704  4.2045  -0.404
O  -2.0113  -2.3752  4.4335  0.045
O  -1.1217  -0.5203  5.1081  0.050
H  -2.0795  -1.4703  2.1803  0.100
H  -0.6595  -0.4093  2.4981  0.060
H  -2.2583  0.1565  2.9257  0.103
C  -0.9239  -1.5384  -6.0525  0.047
N  -0.1536  -2.3940  -5.1470  -0.409
O  -0.5195  -3.5811  -5.0635  0.054
O  0.8299  -1.8862  -4.6168  0.059
H  -0.7601  -0.5118  -5.8233  0.064
H  -1.9913  -1.7914  -5.9658  0.102
H  -0.5170  -1.6337  -7.0625  0.114
C  -2.5055  1.7319  -2.2420  0.034
N  -3.1837  2.3305  -3.4584  -0.389
O  -2.9675  3.5280  -3.7282  0.047
O  -3.9712  1.6257  -4.0615  0.043
H  -3.1960  1.5970  -1.4229  0.068
H  -1.6949  2.3691  -2.0049  0.059
H  -2.1801  0.7682  -2.5823  0.076
C  -5.2263  1.2386  0.8203  0.062
N  -4.2762  2.3319  0.9783  -0.412
O  -4.1404  3.1278  0.0549  0.065
O  -3.7563  2.4431  2.0814  0.043
H  -5.8409  1.4706  -0.0328  0.107
H  -5.7321  1.1145  1.7662  0.110
H  -4.5647  0.4214  0.5907  0.076
C  2.9236  3.8375  0.2827  0.056
N  4.2330  3.1725  0.1611  -0.432
O  5.0320  3.7600  -0.5683  0.059
O  4.4647  2.1390  0.7516  0.048
H  2.5767  3.6332  1.2921  0.083
H  2.2403  3.3712  -0.4513  0.110
H  3.1394  4.8862  0.1392  0.098
C  3.2766  -0.6467  2.2236  0.081
N  2.3135  -1.8306  2.0620  -0.372
O  2.7882  -2.9630  1.9781  0.038
O  1.1135  -1.6655  2.2362  0.037
H  3.0117  0.1176  1.4859  0.066
H  4.2976  -1.0117  2.1078  0.101
H  3.0040  -0.2519  3.2201  0.107
C  4.8511  0.6857  -3.9976  -0.061
C  4.2866  0.8077  -2.7542  -0.079
C  2.9513  1.1509  -2.6347  0.018
C  2.2646  1.4065  -3.8439  -0.141
C  2.8210  1.3519  -5.1209  0.002
C  4.1435  0.9515  -5.1803  -0.049
N  0.8254  1.5715  -3.7653  -0.310
O  0.3601  1.8007  -2.6447  0.046
O  0.1961  1.5287  -4.8046  0.075
H  5.8897  0.3436  -3.9751  0.121
H  4.8205  0.5980  -1.8398  0.105
H  2.4243  1.1438  -1.6822  0.095
H  2.2334  1.4995  -6.0060  0.116
H  4.5739  0.7293  -6.1585  0.113
C  1.4423  -5.8665  -1.4605  -0.085
C  2.2039  -5.3532  -0.4639  -0.052
C  3.0369  -4.2484  -0.7382  0.030
C  3.1443  -3.8067  -2.0628  -0.165
C  2.3211  -4.3177  -3.0450  -0.026
C  1.4698  -5.3433  -2.7359  -0.071
N  4.0702  -2.8016  -2.4114  -0.361
O  4.3805  -2.6862  -3.5605  0.107
O  4.5025  -2.1399  -1.4851  0.071
H  0.7702  -6.6830  -1.2503  0.107
H  2.1551  -5.7509  0.5265  0.103
H  3.6468  -3.7937  0.0067  0.087
H  2.5101  -3.9589  -4.0383  0.111
H  0.8844  -5.7898  -3.5396  0.116
C  -5.1415  -4.2076  -4.2552  -0.083
C  -5.0408  -4.8454  -3.0342  -0.057
C  -4.6158  -4.1222  -1.9386  -0.009
C  -4.3128  -2.8038  -2.0989  -0.173
C  -4.4212  -2.1610  -3.3172  0.019
C  -4.7996  -2.8935  -4.4748  -0.041
N  -3.9890  -2.0470  -0.8999  -0.342
O  -4.3290  -2.5332  0.1700  0.076
O  -3.4324  -1.0008  -1.0376  0.068
H  -5.4585  -4.8723  -5.0766  0.119
H  -5.3456  -5.8618  -2.8686  0.110
H  -4.6057  -4.5833  -0.9601  0.123
H  -4.1837  -1.1034  -3.4191  0.109
H  -4.8934  -2.3878  -5.4097  0.103

As for the multiplicity: 1. The max |F| comes out at 4.10 eV/Å. The calculation puts the total energy at -117345.3993 eV. For the molar mass, the calculation gives 1151.99 g mol⁻¹. The LUMO energy comes out at -0.91 eV.

---

No. 2
Here is a cluster of 8 separate species, C40H66NO9 in total at a distorted geometry from the OMol25 dataset. Energies are from ωB97M-V/def2-TZVPD.

Last column: Löwdin charge in e.
Element x y z (Å)
C  0.5911  -0.8458  -3.3040  0.045
C  1.5404  0.1767  -3.8400  -0.535
O  2.3561  0.7567  -3.1689  0.095
O  1.3753  0.4322  -5.1546  -0.014
C  2.4940  1.0981  -5.7589  -0.168
C  1.9945  1.8773  -6.9687  -0.143
C  1.4233  3.2547  -6.5925  -0.148
C  0.6475  3.2040  -5.2707  -0.110
C  0.0065  4.4862  -4.8743  -0.125
N  0.7704  5.3699  -4.2139  0.163
C  0.3210  6.5512  -3.7599  -0.020
C  -0.9799  6.8964  -3.9579  -0.006
C  -1.8021  6.0209  -4.6539  0.050
C  -1.3259  4.8145  -5.1231  -0.119
C  -2.1758  3.8478  -5.9053  -0.129
C  -2.6628  2.6388  -5.0964  -0.122
C  -2.9006  1.3915  -5.9204  -0.221
C  -3.3840  0.2530  -5.2879  -0.048
C  -3.6156  -0.9141  -5.9849  -0.074
C  -3.3664  -0.9843  -7.3453  -0.081
C  -2.8972  0.1421  -7.9899  -0.077
C  -2.6702  1.3138  -7.2848  -0.049
H  0.6743  -0.8371  -2.2257  0.087
H  -0.4240  -0.5321  -3.5392  0.086
H  0.8007  -1.8237  -3.7212  0.096
H  2.9370  1.8079  -5.0706  0.116
H  3.2218  0.3575  -6.0698  0.137
H  1.2940  1.3061  -7.5691  0.121
H  2.8766  2.0419  -7.5856  0.120
H  0.7115  3.5462  -7.3651  0.114
H  2.1960  4.0215  -6.6108  0.118
H  -0.1201  2.4485  -5.3799  0.114
H  1.2616  2.8759  -4.4325  0.122
H  1.7338  5.1194  -4.0304  0.189
H  1.0215  7.1893  -3.2496  0.143
H  -1.3602  7.8367  -3.6020  0.126
H  -2.8378  6.2665  -4.8283  0.137
H  -1.5942  3.5487  -6.7687  0.092
H  -3.0369  4.4005  -6.2699  0.131
H  -2.0095  2.4284  -4.2512  0.120
H  -3.6190  2.9107  -4.6510  0.130
H  -3.5884  0.2602  -4.2302  0.117
H  -3.9827  -1.7962  -5.4839  0.107
H  -3.5439  -1.8786  -7.9197  0.106
H  -2.6958  0.1193  -9.0499  0.106
H  -2.3153  2.1601  -7.8523  0.098
C  0.7860  1.9835  0.0412  -0.022
C  -0.6701  1.6868  0.2552  -0.500
O  -1.4579  1.6953  -0.6689  0.037
C  -1.1006  1.3715  1.6625  -0.008
H  0.9602  2.1835  -1.0159  0.063
H  1.0822  2.8562  0.6254  0.091
H  1.3890  1.1300  0.3473  0.057
H  -0.8854  2.2162  2.3178  0.096
H  -0.5598  0.4942  2.0211  0.071
H  -2.1675  1.1696  1.6915  0.059
C  -6.2382  2.5001  2.6895  -0.023
C  -5.2694  1.3952  3.0328  -0.495
O  -4.0819  1.6034  3.1349  0.056
C  -5.8513  0.0188  3.2429  -0.015
H  -5.6941  3.4334  2.5655  0.080
H  -6.7599  2.2644  1.7607  0.085
H  -6.9703  2.6177  3.4895  0.087
H  -6.3578  -0.3161  2.3364  0.088
H  -6.5680  0.0369  4.0651  0.088
H  -5.0536  -0.6805  3.4826  0.070
C  3.8745  -1.3783  3.0775  -0.019
C  3.8505  -0.5364  1.8301  -0.499
O  2.9796  0.2892  1.6513  0.041
C  4.9424  -0.7669  0.8206  -0.017
H  3.0335  -1.1014  3.7103  0.082
H  3.7918  -2.4354  2.8172  0.085
H  4.8021  -1.2096  3.6230  0.071
H  4.9114  -1.7986  0.4651  0.086
H  5.9105  -0.5682  1.2801  0.077
H  4.8023  -0.0959  -0.0246  0.081
C  -2.3664  -2.8449  4.0846  -0.013
C  -0.9363  -3.2979  3.9686  -0.502
O  -0.4400  -4.0549  4.7749  0.023
C  -0.1348  -2.7672  2.8093  -0.001
H  -2.8207  -3.3026  4.9606  0.090
H  -2.4062  -1.7583  4.1899  0.085
H  -2.9246  -3.1495  3.1972  0.078
H  -0.0794  -1.6792  2.8703  0.071
H  -0.5946  -3.0606  1.8636  0.092
H  0.8726  -3.1761  2.8575  0.079
C  6.5091  0.8052  5.7181  -0.015
C  6.0439  1.4782  4.4518  -0.488
O  6.1059  0.9215  3.3781  0.055
C  5.4935  2.8761  4.5817  -0.018
H  6.8795  -0.1907  5.4868  0.083
H  7.3111  1.3855  6.1765  0.087
H  5.6810  0.7210  6.4235  0.091
H  6.2544  3.5404  4.9940  0.086
H  4.6251  2.8747  5.2419  0.088
H  5.1949  3.2402  3.6013  0.081
C  -3.9682  -7.7984  3.0991  -0.023
C  -3.2171  -6.4936  2.9998  -0.490
O  -3.6886  -5.5350  2.4278  0.057
C  -1.8540  -6.4314  3.6426  -0.009
H  -4.9286  -7.7050  2.5976  0.081
H  -3.3944  -8.5962  2.6256  0.086
H  -4.1362  -8.0537  4.1464  0.087
H  -1.1958  -7.1717  3.1834  0.095
H  -1.9371  -6.6248  4.7128  0.099
H  -1.4319  -5.4470  3.5030  0.038
C  3.5376  -4.9448  8.2522  -0.027
C  2.9308  -3.8675  7.3836  -0.500
O  3.4397  -2.7723  7.2921  0.056
C  1.6677  -4.2161  6.6356  -0.037
H  4.4375  -4.5640  8.7299  0.079
H  2.8268  -5.2483  9.0220  0.084
H  3.7968  -5.8130  7.6444  0.084
H  0.8793  -4.4872  7.3387  0.092
H  1.8497  -5.0496  5.9575  0.088
H  1.3472  -3.3588  6.0615  0.059

As for the multiplicity: 1. The max |F| comes out at 1.19 eV/Å. The calculation puts the total energy at -62462.9615 eV. For the molar mass, the calculation gives 704.97 g mol⁻¹. The LUMO energy comes out at -3.65 eV. The net charge is +1.

---

What is the formula in the second record? C40H66NO9